No. 1
This record from the Open Molecules 2025 dataset describes the molecule C4H5NO. The level of theory is wB97M-V/def2-TZVPD.

Results
- relative energy (zero: lowest compared OMol25 entry of this formula, charge and spin) (kcal/mol) = 65.41
- lowest unoccupied orbital energy (eV) = 0.707
- HOMO energy (eV) = -7.65
- HOMO-LUMO gap (eV) = 8.4

ORCA input file:
```
! RIJCOSX wB97M-V def2-TZVPD def2/J DEFGRID3
* xyz 0 1
N 2.4382 -0.0755 0.0206
C 1.2604 0.2449 -0.0973
C 0.2024 1.0786 -0.0914
C -1.1321 0.4663 0.1090
C -0.9482 -0.9818 -0.1225
O 0.1956 -1.4034 -0.1178
H 2.7760 -0.9666 -0.3028
H 0.3967 2.1393 -0.1595
H -2.0135 0.9622 -0.3159
H -1.3991 0.2293 1.1683
H -1.7763 -1.6932 -0.0907
*
```


No. 2
This record from the Open Molecules 2025 dataset describes a cluster of 12 separate species, C14H52N14O12 in total. The level of theory is wB97M-V/def2-TZVPD.

Results
- relative energy (zero: lowest compared OMol25 entry of this formula, charge and spin) (kcal/mol) = 0.00
- lowest unoccupied orbital energy (eV) = -0.096
- HOMO energy (eV) = -9.58
- HOMO-LUMO gap (eV) = 9.5

ORCA input file:
```
! RIJCOSX wB97M-V def2-TZVPD def2/J DEFGRID3
* xyz 0 1
N -6.5681 -3.0720 -5.6103
C -5.3683 -2.7552 -6.1569
N -4.9726 -1.6113 -5.7533
O -4.7073 -3.4618 -6.9524
H -6.9820 -3.9691 -5.8203
H -7.1197 -2.4062 -5.0883
H -5.3993 -1.0272 -5.0484
H -4.1474 -1.2660 -6.2223
N 0.2016 -1.4296 0.5948
C -0.9547 -0.9073 0.3191
N -0.9321 -0.0907 -0.7083
O -1.9064 -1.2093 1.0034
H 1.0520 -0.9948 0.2665
H 0.2832 -2.0512 1.3867
H -0.2285 -0.1663 -1.4290
H -1.7897 0.4178 -0.8698
N -1.4871 7.2338 -4.5340
C -0.5624 6.3199 -4.7144
N -0.9664 5.1493 -4.3469
O 0.4149 6.4884 -5.3387
H -1.2403 8.1349 -4.9176
H -2.3772 7.1083 -4.0736
H -0.5285 4.3314 -4.7461
H -1.9015 5.1594 -3.9653
N 2.6636 -1.5731 -5.5264
C 1.5429 -1.1630 -6.1419
N 1.3495 -1.8991 -7.2093
O 0.9089 -0.1587 -5.8363
H 3.2492 -2.3776 -5.6997
H 2.8746 -0.9656 -4.7476
H 2.0680 -2.5831 -7.3990
H 0.5866 -1.6555 -7.8247
N 4.2685 4.9786 -1.8495
C 4.8386 3.8451 -2.0024
N 6.1268 4.1101 -2.2001
O 4.2867 2.7086 -2.1073
H 4.8456 5.7761 -2.0756
H 3.2897 5.0889 -1.6261
H 6.4192 5.0757 -2.2469
H 6.7954 3.3611 -2.0906
N -2.7794 -5.2006 4.6783
C -1.7495 -5.3631 5.4498
N -1.9641 -6.4456 6.1143
O -0.7655 -4.6310 5.5168
H -3.5136 -5.8888 4.5919
H -2.7486 -4.4088 4.0520
H -2.8890 -6.8471 6.0547
H -1.3054 -6.6718 6.8457
N 1.1439 6.8066 2.4681
C 0.0833 7.0249 1.7591
N -0.3506 5.9813 1.0663
O -0.4595 8.1386 1.6571
H 1.5665 5.8943 2.5640
H 1.5622 7.5898 2.9493
H 0.0988 5.0774 1.0977
H -1.0418 6.1420 0.3475
C -2.4981 1.8751 6.6472
C -3.9369 1.7642 6.0099
O -4.1843 0.4234 5.7228
H -2.2850 2.9136 6.9004
H -1.7281 1.4109 6.0309
H -2.4843 1.3243 7.5877
H -4.0537 2.3337 5.0879
H -4.5952 2.1259 6.7997
H -3.6664 0.1651 4.9568
C 2.4975 -8.0836 0.2708
C 1.1252 -8.7438 0.1848
O 1.3691 -10.0309 -0.3544
H 2.9343 -7.8745 -0.7058
H 3.2454 -8.7255 0.7364
H 2.4239 -7.1059 0.7469
H 0.3581 -8.1799 -0.3459
H 0.6653 -8.7987 1.1715
H 0.9357 -10.1903 -1.1961
C 3.8121 1.4479 5.2016
O 3.5584 2.1113 4.0122
H 4.8839 1.3998 5.3945
H 3.3643 2.1011 5.9506
H 3.4719 0.4140 5.2598
H 3.9960 1.5896 3.3355
C -5.8973 2.0601 -0.6317
O -5.3679 2.6343 -1.7218
H -6.9594 2.2845 -0.5339
H -5.9039 0.9744 -0.5360
H -5.4581 2.4724 0.2767
H -5.5987 3.5650 -1.6752
C 7.3097 -2.5178 2.1016
O 6.3976 -1.6018 1.6085
H 7.2280 -3.4161 1.4898
H 8.3354 -2.1494 2.1199
H 7.0552 -2.7058 3.1446
H 6.8364 -0.9583 1.0472
*
```


No. 3
This record from the Open Molecules 2025 dataset describes the ion C7H12BF2O6S with charge -1. The level of theory is wB97M-V/def2-TZVPD.

Results
- relative energy (zero: lowest compared OMol25 entry of this formula, charge and spin) (kcal/mol) = 27.79
- lowest unoccupied orbital energy (eV) = 3.250
- HOMO energy (eV) = -4.63
- HOMO-LUMO gap (eV) = 7.9

ORCA input file:
```
! RIJCOSX wB97M-V def2-TZVPD def2/J DEFGRID3
* xyz -1 1
O -1.6116 -0.3691 3.9347
C -1.7714 -0.0598 2.8236
O -0.7707 -0.1263 1.9121
C 0.1506 1.0069 2.0229
C -0.2191 2.0194 0.9005
C 0.9824 2.4821 0.0606
C 1.7063 1.3611 -0.7615
B 0.7855 0.1202 -1.2610
O -0.5528 0.3756 -1.8374
C -1.1390 -0.8358 -1.7974
F -2.4265 -0.8377 -1.2165
C -0.3168 -1.7299 -0.7443
S 0.1711 -3.3819 -1.4062
O 0.2915 -4.2833 -0.3108
O -0.8001 -3.8643 -2.3354
F 1.6069 -3.2493 -2.0641
O 0.8029 -1.0552 -0.3409
H -2.7472 0.2748 2.4276
H 1.1850 0.6754 1.9149
H -0.0137 1.4380 3.0165
H -0.5788 2.9184 1.4395
H -1.0745 1.6775 0.3139
H 0.7495 3.3172 -0.6101
H 1.7254 2.8854 0.7769
H 2.0836 1.8468 -1.6752
H 2.6056 0.9698 -0.2638
H 1.4324 -0.3282 -2.2288
H -1.2630 -1.3025 -2.7810
H -0.9935 -1.9453 0.0906
*
```